A structure of composition C47H33Cl4FeN4P. Source: the Open Molecules 2025 dataset; level of theory: wB97M-V/def2-TZVPD.

The geometry in XYZ format:
```
90
Properties=species:S:1:pos:R:3:forces:R:3
Fe 0.66658 -0.38078 -1.00234 0.118 0.034 0.019
Cl 10.04670 -1.29887 -0.62256 -0.024 0.004 0.001
C 8.32571 -1.12162 -0.62847 0.046 0.002 0.001
C 7.64611 -1.08953 -1.83635 -0.030 0.002 -0.004
C 6.26930 -0.94295 -1.83529 0.026 -0.031 -0.016
C 5.56218 -0.84976 -0.63723 -0.037 -0.015 0.008
C 6.26773 -0.87525 0.56374 0.001 0.028 0.025
C 7.64710 -1.00624 0.57411 -0.028 0.008 0.002
C 4.08701 -0.71047 -0.67302 0.029 0.191 -0.038
C 3.55131 0.46065 -1.28419 -0.012 -0.115 0.092
C 4.33170 1.56145 -1.62248 -0.010 0.123 -0.077
C 3.45878 2.54256 -2.08313 0.129 -0.002 0.005
C 2.18573 1.99707 -2.01771 -0.144 -0.090 0.005
C 1.01380 2.67372 -2.47310 0.126 0.069 0.011
C 1.18677 4.04061 -3.03812 -0.020 -0.068 0.020
C 1.63413 4.20455 -4.34602 0.025 0.031 0.015
C 1.78968 5.47285 -4.88119 -0.009 -0.009 0.021
C 1.50201 6.58033 -4.09668 0.016 0.025 -0.042
Cl 1.69690 8.16713 -4.76015 -0.001 -0.010 0.003
C 1.06191 6.43662 -2.79204 -0.009 -0.051 0.035
C 0.90476 5.16129 -2.26774 -0.027 0.074 -0.015
C -0.22512 2.10059 -2.48650 -0.129 -0.141 -0.017
N -0.55165 0.84125 -1.99794 -0.082 0.167 -0.090
C -1.85311 0.62905 -2.39549 0.141 -0.004 -0.122
C -2.58955 -0.50955 -2.12401 0.030 -0.039 0.111
C -3.94451 -0.68185 -2.69250 -0.028 0.020 -0.018
C -4.97698 0.21368 -2.41912 0.002 -0.013 0.077
C -6.23678 0.03566 -2.96624 0.009 0.002 0.009
C -6.46541 -1.04399 -3.80416 -0.038 -0.008 -0.015
Cl -8.03120 -1.26190 -4.50618 0.021 -0.002 0.014
C -5.45882 -1.95640 -4.08017 0.020 -0.007 0.012
C -4.20808 -1.77793 -3.51435 0.008 0.010 -0.044
C -2.10219 -1.53319 -1.25968 -0.051 0.147 0.001
C -2.92573 -2.50866 -0.70702 -0.006 -0.115 0.026
C -2.13899 -3.24268 0.17523 -0.134 -0.011 0.026
C -0.86879 -2.69078 0.12071 0.151 0.100 -0.020
N -0.82106 -1.61923 -0.75018 -0.162 -0.146 0.019
C 0.25632 -3.22850 0.81504 -0.012 -0.048 0.031
C 1.53205 -2.76826 0.64158 0.079 0.017 -0.065
C 2.69620 -3.43157 1.16181 -0.087 -0.022 0.038
C 3.77082 -2.77910 0.68108 0.052 0.039 0.010
C 3.28197 -1.66217 -0.08225 -0.124 -0.167 -0.075
N 1.90589 -1.67559 -0.12383 0.098 -0.079 0.090
C 0.02879 -4.40406 1.70038 -0.017 0.034 -0.040
C -0.14709 -4.22960 3.06734 0.008 -0.016 0.038
C -0.35657 -5.32099 3.89764 0.006 0.041 -0.007
C -0.38964 -6.59120 3.34774 -0.009 -0.052 -0.004
Cl -0.64755 -7.95903 4.37701 0.002 0.011 -0.008
C -0.21978 -6.78539 1.98489 0.000 0.018 0.009
C -0.01409 -5.68788 1.16468 -0.013 0.003 0.016
C -2.33491 1.75480 -3.15108 -0.089 -0.069 0.060
C -1.35355 2.67505 -3.16365 0.063 0.078 0.000
N 2.21084 0.71168 -1.51374 0.202 0.105 -0.070
H 8.19242 -1.17839 -2.76464 0.003 0.000 -0.004
H 5.73446 -0.91312 -2.77608 -0.004 -0.006 -0.002
H 5.73880 -0.76600 1.50242 -0.015 -0.023 0.001
H 8.19560 -1.01337 1.50539 0.001 -0.004 0.003
H 5.40101 1.62754 -1.52131 0.006 0.002 0.001
H 3.70020 3.53072 -2.43602 0.006 0.001 0.003
H 1.85996 3.33465 -4.95006 -0.002 -0.005 -0.002
H 2.13029 5.60704 -5.89809 0.002 0.002 -0.005
H 0.84462 7.31151 -2.19584 0.001 0.006 -0.001
H 0.56010 5.04460 -1.24747 -0.001 0.000 -0.003
H -4.80913 1.03940 -1.73938 0.038 0.041 -0.030
H -7.04031 0.72208 -2.73960 -0.001 0.006 -0.007
H -5.65719 -2.79738 -4.72936 0.001 -0.001 -0.009
H -3.42052 -2.48993 -3.72580 0.007 0.003 0.000
H -3.97441 -2.63392 -0.91346 -0.005 -0.016 -0.017
H -2.43162 -4.08260 0.78234 -0.004 0.001 -0.004
H 2.67505 -4.30895 1.78673 -0.011 -0.014 -0.015
H 4.80754 -3.02434 0.83086 0.027 0.016 -0.028
H -0.12213 -3.23358 3.49291 0.000 0.003 -0.001
H -0.49361 -5.18984 4.96171 0.001 -0.003 0.004
H -0.24979 -7.78525 1.57566 0.004 -0.006 -0.002
H 0.11823 -5.83051 0.09937 -0.002 0.001 -0.004
H -3.30268 1.82723 -3.61428 -0.046 -0.046 -0.001
H -1.36109 3.64699 -3.62842 0.021 -0.005 -0.017
C -1.38652 0.90008 1.66749 -0.013 -0.014 0.011
P 0.34586 0.86369 1.13211 -0.094 -0.026 0.008
C 0.84785 2.60507 1.09056 0.001 0.028 0.058
C 1.25408 0.18318 2.54608 0.004 0.031 0.056
H -1.48446 1.42974 2.61657 -0.037 -0.007 -0.009
H -1.75808 -0.11978 1.77807 0.009 -0.010 -0.002
H -1.99022 1.40133 0.90996 0.006 0.006 -0.011
H 0.59395 3.08620 2.03693 0.039 0.036 -0.017
H 0.33782 3.11890 0.27634 -0.037 -0.013 0.002
H 1.92288 2.67526 0.92099 0.002 -0.007 -0.014
H 0.99986 0.73335 3.45378 0.044 -0.027 0.019
H 2.32619 0.26460 2.36305 0.001 -0.007 -0.015
H 1.00969 -0.87063 2.67790 -0.023 0.002 -0.005
```
Positions in Å, forces in eV/Å.

Results
**Energy relative to the best compared isomer or geometry (same formula, charge and spin)**: 0.00 kcal per mole
**E**: -5475.5441 Eh
**HOMO (alpha / beta)**: -8.58 / -10.42 eV
**Kohn-Sham gap (alpha / beta)**: 4.8919 / 4.7227 eV
**2S+1**: 6
**Total charge**: +1

Atom charges from the Mulliken analysis, given in e for atoms 1 to 8:
1. Fe -0.447
2. Cl -0.192
3. C 0.355
4. C -0.991
5. C -0.035
6. C -0.374
7. C -0.083
8. C -0.999